Below is one molecule with the formula C21H23N3O6, with properties calculated with ωB97M-V/def2-TZVPD.

CARTESIAN COORDINATES (ANGSTROEM)
C 3.97754 2.71137 0.45654
O 2.96828 1.83528 0.89038
C 1.71481 1.95851 0.34059
C 1.42214 2.84926 -0.68353
C 0.15341 2.94689 -1.22679
C -0.87230 2.14098 -0.76267
C -2.25455 2.22746 -1.36232
C -3.29012 2.31812 -0.26383
O -3.62616 3.34190 0.28549
N -3.83564 1.12527 0.12201
N -3.54794 -0.04351 -0.48953
C -3.93874 -1.16563 -0.03394
C -4.70126 -1.40503 1.23527
C -3.54032 -2.37240 -0.82955
C -2.14582 -2.82403 -0.36538
O -1.97873 -3.82413 0.29259
N -1.18464 -1.96594 -0.78368
C 0.19721 -2.01807 -0.56850
C 0.78237 -2.94430 0.28461
C 2.15820 -2.96701 0.49000
C 2.91572 -2.03928 -0.18036
C 2.33074 -1.11159 -1.04257
C 0.97865 -1.08121 -1.26114
O 3.30294 -0.30591 -1.57440
C 4.52044 -0.75445 -1.01710
O 4.27383 -1.83664 -0.14886
C -0.58714 1.25401 0.26362
C 0.67877 1.14273 0.83015
O 0.75022 0.20503 1.81650
C 1.90832 0.04910 2.60465
H 3.70789 3.75741 0.63524
H 4.85488 2.46230 1.05319
H 4.20716 2.56946 -0.60498
H 2.19650 3.48628 -1.07832
H -0.02648 3.65721 -2.01914
H -2.32616 3.12546 -1.97580
H -2.46225 1.34597 -1.97095
H -4.48063 1.15874 0.91003
H -4.49266 -2.40703 1.60028
H -4.42328 -0.68965 2.00876
H -5.77393 -1.31987 1.05540
H -4.23780 -3.19105 -0.65949
H -3.50089 -2.13210 -1.89168
H -1.50642 -1.14107 -1.27440
H 0.15691 -3.65462 0.79715
H 2.61194 -3.68074 1.15610
H 0.53868 -0.35374 -1.92294
H 4.99295 0.06580 -0.45361
H 5.19777 -1.07574 -1.82540
H -1.34466 0.60343 0.66899
H 2.76134 -0.28901 2.01477
H 2.16935 0.97384 3.12433
H 1.64958 -0.71804 3.33424

Forces on atoms 1 to 2 (eV/Å):
C 0.144 0.117 -0.054
O -0.396 -0.231 -0.004

Computed properties:
Lowest unoccupied orbital energy = 0.02393 hartree
Relative energy (zero: lowest compared OMol25 entry of this formula, charge and spin) = 289.8 kJ/mol
Energy = -38904.3789 eV
Highest occupied orbital energy = -7.72 eV
SMILES = COc1ccc(CC(=O)N/N=C(\C)CC(=O)Nc2ccc3c(c2)OCO3)cc1OC
Orbital gap = 8.375 eV
2S+1 = 1

Here are the natural (NBO) charges for atoms 1 to 4, given in e: -0.25, -0.52, 0.21, -0.29

***

Below is C38H34IN4OP2Pt as an isolated structure, with properties calculated with ωB97M-V/def2-TZVPD.

CARTESIAN COORDINATES (ANGSTROEM)
Pt -0.02090 0.42565 0.23110
O 0.28286 2.22500 -1.15621
C 0.45050 3.43146 -0.70162
C 1.48626 4.26951 -1.17348
C 1.63000 5.56491 -0.72441
C 0.76378 6.09326 0.23436
C -0.27439 5.30853 0.68953
C -0.44353 4.00109 0.22544
C -1.57928 3.20484 0.65045
N -1.64951 1.89208 0.88273
C -2.97020 1.62214 1.20698
C -3.69008 2.76401 1.17767
N -2.79959 3.75158 0.83362
H 2.14232 3.88381 -1.94652
H 2.43074 6.18375 -1.11104
H 0.90107 7.09448 0.61772
H -0.95921 5.70652 1.43180
H -3.32330 0.64461 1.47066
H -4.72949 2.95207 1.37644
H -3.01543 4.72143 0.67729
C 0.07833 -2.15803 -1.64422
C -1.06186 -2.61452 -0.74674
P -1.68153 -1.11222 0.07184
C -2.31423 -1.61340 1.70213
C -1.90046 -0.88369 2.81755
C -2.49210 -1.09257 4.05417
C -3.50998 -2.02640 4.18518
C -3.88359 -2.80149 3.09665
C -3.28102 -2.60807 1.86413
C -3.05854 -0.57385 -0.97861
C -2.78361 0.47639 -1.85824
C -3.77455 0.94973 -2.70508
C -5.04311 0.38968 -2.66850
C -5.31726 -0.65637 -1.79796
C -4.32971 -1.14400 -0.95670
P 1.33983 -1.36564 -0.57273
C 2.53536 -0.75363 -1.78220
C 3.86311 -1.17136 -1.81790
C 4.72464 -0.63912 -2.76646
C 4.26827 0.30790 -3.66989
C 2.95425 0.75754 -3.60716
C 2.08992 0.23987 -2.65772
C 2.04427 -2.83350 0.21150
C 2.51822 -3.89565 -0.55720
C 3.02204 -5.02223 0.07016
C 3.06443 -5.09513 1.45828
C 2.59090 -4.04235 2.22577
C 2.07520 -2.91492 1.60132
H -0.26020 -1.41473 -2.36886
H 0.49584 -2.99898 -2.19984
H -0.70702 -3.30641 0.02116
H -1.84654 -3.10123 -1.32586
H -1.13153 -0.13104 2.69846
H -2.17795 -0.51301 4.91214
H -4.01236 -2.15534 5.13473
H -4.65828 -3.54899 3.20556
H -3.55875 -3.23691 1.02716
H -1.79794 0.93218 -1.85785
H -3.55853 1.76321 -3.38502
H -5.81937 0.76869 -3.32017
H -6.30492 -1.09785 -1.77179
H -4.55767 -1.95629 -0.28177
H 4.22129 -1.91926 -1.12218
H 5.75831 -0.95774 -2.79360
H 4.93762 0.70554 -4.42158
H 2.60695 1.51734 -4.29482
H 1.08055 0.62641 -2.57489
H 2.50571 -3.83930 -1.63867
H 3.37354 -5.85442 -0.52521
H 3.45700 -5.98098 1.93945
H 2.61031 -4.10079 3.30577
H 1.68213 -2.09381 2.18992
I 5.95014 1.59810 -0.00658
C 4.10935 1.28390 0.86758
C 3.84945 0.70708 2.08684
N 2.51271 0.72672 2.23670
N 1.88801 1.29140 1.18940
C 2.85412 1.62551 0.34016
H 4.51171 0.29338 2.82842
H 1.99100 0.44200 3.04781
H 2.62545 2.08196 -0.60646

Forces on atoms 1 to 2 (eV/Å):
Pt -0.864 -1.682 0.649
O 0.468 -0.158 -0.277

Computed properties:
Lowest unoccupied orbital energy = -0.10073 hartree
Total charge = +1
Energy = -77887.3940 eV
Highest occupied orbital energy = -9.37 eV
Orbital gap = 6.625 eV
2S+1 = 1

Here are the Löwdin charges for atoms 1 to 4, given in e: 0.86, -0.25, -0.41, -0.03

***

Below is C8H16CaClO14S3 as an isolated structure, with properties calculated with ωB97M-V/def2-TZVPD.

CARTESIAN COORDINATES (ANGSTROEM)
Ca 0.94947 0.37587 -0.41259
Cl 3.50054 0.49578 0.13514
O 1.64379 0.75849 -2.69360
C 0.42327 1.15120 -3.35813
C -1.02244 0.75187 -2.76485
O -1.18185 0.50584 -1.38620
H 0.25468 0.85960 -4.39479
H 0.49907 2.23708 -3.30123
H -1.34577 -0.21036 -3.16193
H -1.84542 1.32876 -3.18678
C 1.49998 6.34500 -0.43926
C 2.15569 6.07092 0.96371
O 2.35924 4.64928 0.96680
S 1.82694 3.86918 -0.44573
O 0.97066 2.78135 -0.05526
O 2.90999 3.60925 -1.41444
O 0.87727 5.18050 -0.80072
H 2.22296 6.62735 -1.20456
H 0.72858 7.10745 -0.33108
H 1.53262 6.37652 1.80424
H 3.11856 6.57463 1.04878
C -2.60364 -2.91644 -1.91091
C -2.57229 -2.81967 -0.39495
O -1.50413 -3.69499 -0.05995
S -0.16831 -3.29131 -1.02498
O 0.65283 -4.50258 -1.33377
O 0.49497 -2.08585 -0.45429
O -1.22683 -2.81712 -2.23697
H -3.08126 -2.07520 -2.41321
H -3.11588 -3.82422 -2.22971
H -3.43126 -3.00236 0.25070
H -2.28503 -1.82813 -0.04505
C 0.38156 -3.99943 3.67937
C -0.98692 -4.04366 3.05299
O -1.03686 -2.73737 2.36336
S -0.24547 -1.54214 3.11444
O -1.03884 -0.88552 4.12835
O 0.49164 -0.73980 2.10413
O 0.81258 -2.64587 3.82783
H 1.02646 -4.66685 3.10776
H 0.23755 -4.37484 4.69250
H -1.72714 -4.08126 3.85221
H -1.15156 -4.87095 2.36263

Forces on atoms 1 to 2 (eV/Å):
Ca -0.214 -0.257 0.245
Cl -0.304 -0.070 0.095

Computed properties:
Lowest unoccupied orbital energy (spin up / spin down) = 0.00780 / -0.07238 hartree
Energy = -100682.9422 eV
Highest occupied orbital energy (spin up / spin down) = -8.10 / -7.85 eV
Orbital gap (spin up / spin down) = 8.314 / 5.885 eV
2S+1 = 2

Here are the natural (NBO) charges for atoms 1 to 4, given in e: 1.81, -0.92, -0.38, -0.18

***

Below is one molecule with the formula C19H19ClN2O4, with properties calculated with ωB97M-V/def2-TZVPD.

CARTESIAN COORDINATES (ANGSTROEM)
O -3.68384 -1.58422 -1.43176
C -3.80513 -0.77961 -0.53156
N -2.81727 -0.39969 0.31953
C -1.47532 -0.79594 0.33707
C -0.94581 -1.73268 -0.54797
C 0.38404 -2.08349 -0.46157
C 1.21644 -1.51490 0.50204
O 2.51477 -1.94815 0.49371
C 3.40237 -1.43645 1.45928
C 3.71204 0.05982 1.34740
O 3.73271 0.75893 2.34477
N 3.95031 0.54780 0.11493
C 4.04513 -0.22929 -1.10510
C 5.03028 0.46533 -2.06352
O 6.10854 1.01581 -1.35169
C 5.71568 2.09869 -0.52760
C 4.26607 1.95187 -0.04143
C 0.69359 -0.57256 1.37936
C -0.64170 -0.22336 1.29223
C -5.13977 -0.15967 -0.22831
C -6.24512 -1.00562 -0.29148
C -7.52113 -0.53834 -0.04423
C -7.71647 0.80028 0.25350
C -6.63753 1.66506 0.29237
C -5.35852 1.18635 0.05446
Cl -4.05391 2.33583 0.06650
H -3.05589 0.28558 1.02392
H -1.57941 -2.17918 -1.29521
H 0.80412 -2.81133 -1.13754
H 3.03293 -1.61599 2.47682
H 4.33202 -2.00053 1.32688
H 4.41081 -1.22953 -0.87106
H 3.06111 -0.32186 -1.58151
H 4.52047 1.24094 -2.65279
H 5.46022 -0.26491 -2.75082
H 5.82625 3.04611 -1.07616
H 6.41051 2.09444 0.31528
H 4.13615 2.43581 0.92699
H 3.56683 2.39246 -0.76006
H 1.30721 -0.10085 2.12934
H -1.03900 0.50991 1.98002
H -6.07256 -2.04114 -0.54271
H -8.36158 -1.21346 -0.08968
H -8.70909 1.17827 0.44473
H -6.78156 2.71347 0.50264

Forces on atoms 1 to 2 (eV/Å):
O 0.018 -0.132 -0.098
C -0.004 0.179 0.223

Computed properties:
Lowest unoccupied orbital energy = 0.02042 hartree
Relative energy (zero: lowest compared OMol25 entry of this formula, charge and spin) = 48.5 kJ/mol
Energy = -43704.2088 eV
Highest occupied orbital energy = -8.09 eV
SMILES = O=C(Nc1ccc(OCC(=O)N2CCOCC2)cc1)c1ccccc1Cl
Orbital gap = 8.648 eV
2S+1 = 1

Here are the natural (NBO) charges for atoms 1 to 4, given in e: -0.60, 0.67, -0.58, 0.12

***

Below is a 4-piece molecular cluster, C8H15N3O8S overall, with properties calculated with ωB97M-V/def2-TZVPD.

CARTESIAN COORDINATES (ANGSTROEM)
C 12.97267 -13.58982 15.65572
N 12.75304 -12.47252 16.63570
O 13.67938 -11.69877 16.93876
O 11.63604 -12.36388 17.09980
H 14.03411 -13.49954 15.42485
H 12.33572 -13.42008 14.78764
H 12.66106 -14.54562 16.07694
C 12.65114 -5.32038 24.61423
N 12.22968 -5.37946 23.15710
O 11.45701 -4.53942 22.67400
O 12.85254 -6.22608 22.44374
H 11.75387 -5.60692 25.16277
H 12.93541 -4.29958 24.86967
H 13.46653 -6.04213 24.66235
C 11.01733 -9.22059 23.37072
C 10.03433 -10.36279 23.38371
O 10.67812 -11.48842 24.05651
S 11.93746 -10.95713 24.90553
O 13.26111 -11.20550 24.34132
O 11.78230 -11.21774 26.33476
O 11.57455 -9.33496 24.62508
H 10.43552 -8.29894 23.35740
H 11.77403 -9.35527 22.59782
H 9.91314 -10.78752 22.38721
H 9.08038 -10.24555 23.89786
N 11.49476 -9.49028 18.12242
C 10.83476 -9.05642 19.29012
C 11.57901 -8.01535 19.83150
C 12.77541 -7.87980 19.05939
C 12.62831 -8.72598 17.98413
H 11.18757 -10.25006 17.53210
H 9.97150 -9.61282 19.62415
H 11.28551 -7.40392 20.67198
H 13.60805 -7.21836 19.24814
H 13.34722 -8.80873 17.18244

Forces on atoms 1 to 2 (eV/Å):
C 0.654 0.479 -0.036
N 0.724 0.894 0.649

Computed properties:
Lowest unoccupied orbital energy (spin up / spin down) = -0.12546 / -0.27350 hartree
Total charge = +1
Energy = -40209.1713 eV
Highest occupied orbital energy (spin up / spin down) = -13.43 / -13.43 eV
Orbital gap (spin up / spin down) = 10.012 / 5.983 eV
2S+1 = 2

Here are the natural (NBO) charges for atoms 1 to 4, given in e: -0.48, 0.54, -0.39, -0.40

***

Below is C49H43CrO3P2Se2 as an isolated structure, with properties calculated with ωB97M-V/def2-TZVPD.

CARTESIAN COORDINATES (ANGSTROEM)
Cr -0.63409 -0.16261 0.02834
O -3.54493 0.99422 1.60453
C -4.49330 -0.04422 1.73252
C -3.78280 -1.35491 2.05828
C -4.82466 -2.20115 2.82159
O -4.40256 -3.52110 3.12954
C -3.41115 -2.16390 0.81029
Se -2.71561 -1.21729 -0.74413
C -2.59599 -1.16586 3.00646
Se -0.84624 -0.48829 2.42170
H -3.87407 1.66256 0.99622
H -5.06607 -0.18943 0.80907
H -5.20608 0.19428 2.53526
H -5.75234 -2.22816 2.23512
H -5.04803 -1.73205 3.78083
H -4.14042 -3.95387 2.30867
H -4.30570 -2.66553 0.42628
H -2.69327 -2.92954 1.08007
H -2.37396 -2.13738 3.44791
H -2.88282 -0.48759 3.81154
O 2.75265 -1.01022 0.68054
C 3.68255 -0.09356 0.26762
C 5.01393 -0.39182 0.00151
C 5.87175 0.63694 -0.35974
C 5.40908 1.94073 -0.45727
C 4.06307 2.19711 -0.25702
C 3.16956 1.18412 0.07906
P 1.34958 1.49549 0.10830
C 1.15903 2.40853 1.67872
C 1.95794 2.03099 2.75526
C 1.77372 2.60505 4.00327
C 0.79338 3.56824 4.18732
C -0.00381 3.95121 3.11857
C 0.17038 3.36990 1.87215
C 1.28330 2.68698 -1.27371
C 1.22835 2.13370 -2.55073
C 1.23289 2.94840 -3.67080
C 1.28719 4.32951 -3.52595
C 1.33967 4.88421 -2.25636
C 1.34320 4.06656 -1.13294
C 3.00059 -2.35013 0.84344
C 4.08410 -2.84357 1.55601
C 4.25889 -4.21582 1.63884
C 3.36022 -5.07768 1.02419
C 2.24748 -4.56146 0.38115
C 2.03699 -3.18562 0.29448
P 0.44910 -2.48593 -0.34337
C 0.71524 -2.44667 -2.15918
C -0.31302 -2.49883 -3.09999
C -0.04570 -2.29571 -4.44745
C 1.24126 -2.00940 -4.87606
C 2.26788 -1.92383 -3.94513
C 2.00640 -2.14138 -2.60177
C -0.59928 -3.90070 0.12446
C -1.24690 -4.73299 -0.77860
C -2.01522 -5.79782 -0.32387
C -2.12118 -6.04978 1.03705
C -1.45259 -5.23685 1.94412
C -0.69961 -4.16437 1.49118
H 5.38196 -1.40298 0.06717
H 6.90976 0.41020 -0.56412
H 6.08162 2.74542 -0.71893
H 3.69372 3.20563 -0.39782
H 2.72421 1.27579 2.62644
H 2.39319 2.29332 4.83365
H 0.64835 4.01681 5.16125
H -0.77673 4.69620 3.25536
H -0.48435 3.63925 1.05892
H 1.17365 1.05529 -2.67688
H 1.18812 2.50502 -4.65718
H 1.28241 4.96929 -4.39832
H 1.37483 5.95895 -2.13426
H 1.39194 4.51525 -0.14967
H 4.76738 -2.16766 2.04873
H 5.10124 -4.61068 2.19132
H 3.50670 -6.14760 1.07479
H 1.51516 -5.23955 -0.03669
H -1.33526 -2.65035 -2.77628
H -0.85763 -2.34794 -5.16076
H 1.44192 -1.84617 -5.92651
H 3.27603 -1.69107 -4.26209
H 2.82477 -2.07853 -1.89545
H -1.15731 -4.56471 -1.84176
H -2.52143 -6.43405 -1.03738
H -2.71785 -6.88135 1.38954
H -1.53032 -5.42590 3.00662
H -0.19850 -3.51508 2.20251
C -1.44087 1.60968 -0.48618
C -1.84674 2.70128 -0.83454
C -2.32965 3.99232 -1.22716
C -2.25073 4.40669 -2.55862
C -2.69253 5.66597 -2.92803
C -3.21503 6.53412 -1.97698
C -3.29437 6.13148 -0.65100
C -2.85649 4.87002 -0.27714
H -1.83081 3.73005 -3.29150
H -2.62490 5.97323 -3.96363
H -3.55912 7.51746 -2.26898
H -3.69947 6.80107 0.09688
H -2.91488 4.55215 0.75726

Forces on atoms 1 to 2 (eV/Å):
Cr -0.242 -0.040 0.019
O -0.225 0.118 0.147

Computed properties:
Lowest unoccupied orbital energy (spin up / spin down) = -0.02578 / 0.01407 hartree
Relative energy (zero: lowest compared OMol25 entry of this formula, charge and spin) = 152.8 kJ/mol
Energy = -235343.8202 eV
Highest occupied orbital energy (spin up / spin down) = -6.89 / -7.10 eV
Orbital gap (spin up / spin down) = 6.186 / 7.483 eV
2S+1 = 4

Here are the Löwdin charges for atoms 1 to 4, given in e: -0.08, -0.11, -0.24, -0.54